(1)
9
Properties=species:S:1:pos:R:3:forces:R:3:lowdin_charge:R:1 method="wB97M-V/def2-TZVPD" e_above_lowest_kj_mol=354.9 e_lumo_ev=-1.26
C -0.31977 0.59073 1.01726 2.3 0.5 -1.6 -0.13
C -0.47134 -0.62622 1.45314 0.4 -1.8 0.6 -0.67
C 0.76966 0.74412 -2.00831 0.8 0.4 1.2 -1.16
Br 0.92789 -1.87891 1.81687 0.2 0.3 -0.3 0.59
Br -0.28385 1.25934 -3.38122 -0.7 0.0 -1.0 0.63
Br 1.32385 -1.01641 -2.03450 -0.1 -0.4 -0.3 0.58
H -1.22900 1.12741 0.95102 -0.6 0.9 -0.3 0.05
H 0.65930 0.96836 0.50415 -2.0 -0.5 1.5 0.08
H -1.37673 -1.16844 1.68159 -0.3 0.7 0.2 0.03

(2)
88
Properties=species:S:1:pos:R:3:forces:R:3:lowdin_charge:R:1 method="wB97M-V/def2-TZVPD" e_lumo_ev=0.53
O -0.83838 2.60997 5.74891 -0.6 -1.0 1.2 0.05
C -0.88959 3.44628 4.69978 0.3 0.2 -0.4 -0.35
C -0.12215 4.59259 4.75343 0.0 0.5 -0.8 0.00
C -0.02705 5.48081 3.65135 -0.6 0.2 3.2 -0.04
C -0.65202 5.05224 2.54795 0.8 0.9 -3.1 -0.34
O -0.47945 5.79828 1.37044 -1.1 -0.5 -0.3 0.01
C -1.32893 3.84678 2.44443 -0.2 0.7 -0.3 -0.02
C -1.57383 3.08399 3.54648 0.4 -1.0 -0.3 0.00
H -1.54756 1.94293 5.67302 0.6 0.4 0.0 0.12
H 0.47924 4.75458 5.60785 0.2 0.3 1.0 0.11
H 0.26056 6.54743 3.81670 0.4 -1.2 -0.5 0.14
H 0.36391 6.25181 1.29451 0.1 -0.2 0.5 0.09
H -1.60889 3.53256 1.47058 -0.4 -0.2 -0.7 0.10
H -2.03133 2.07517 3.43138 0.2 0.9 0.2 0.14
O -3.92725 -1.39051 -5.86301 0.6 0.0 0.3 0.04
C -3.35357 -1.85911 -4.69503 1.6 1.5 -0.4 -0.30
C -2.18428 -1.17883 -4.23818 -3.1 -2.6 2.0 0.01
C -1.79976 -1.41267 -2.92259 -0.6 -0.2 -1.1 0.00
C -2.42919 -2.40495 -2.14684 1.1 0.3 -0.8 -0.32
O -1.97099 -2.63035 -0.89943 0.2 -0.3 0.5 0.03
C -3.38515 -3.21977 -2.72004 -0.3 -0.4 2.0 -0.03
C -3.87323 -2.87244 -3.94132 -1.2 -0.9 -1.3 -0.05
H -4.41325 -2.09616 -6.27534 -0.4 -0.4 -0.3 0.09
H -1.75321 -0.41984 -4.76032 1.1 1.9 -1.6 0.08
H -1.01934 -0.76150 -2.58271 0.4 -0.1 0.8 0.11
H -1.22129 -2.03358 -0.78138 0.2 0.2 0.5 0.07
H -3.87283 -4.04891 -2.14950 0.7 0.8 -0.5 0.14
H -4.69298 -3.48740 -4.31665 0.0 0.3 -0.2 0.13
C -3.98143 2.08154 -0.05901 1.1 0.0 1.9 -0.02
O -4.75783 0.87464 0.09611 0.4 0.0 0.1 0.02
C -4.06080 -0.18324 0.54957 0.2 -1.1 -0.6 -0.56
O -2.91097 -0.19832 0.92355 -0.4 0.8 0.2 0.10
O -4.80006 -1.32015 0.44286 -0.7 2.3 -0.1 -0.01
C -4.24799 -2.43702 1.10904 -0.7 -0.8 -1.2 -0.05
H -4.57874 2.96128 -0.03784 -1.3 0.2 -0.2 0.08
H -3.41333 2.11091 -0.96543 0.4 -0.5 -0.5 0.09
H -3.30436 2.24532 0.82239 -0.4 -0.6 -0.9 0.08
H -4.61084 -3.30510 0.52337 -0.3 0.3 0.9 0.11
H -4.54045 -2.40118 2.15814 0.3 -0.4 -0.1 0.11
H -3.22324 -2.41697 0.85763 1.3 -0.2 0.7 0.04
C -2.10786 -6.78278 -1.56842 -2.0 -0.3 -0.5 -0.05
O -2.13177 -6.41347 -2.94849 1.5 1.5 -0.1 -0.04
C -0.93835 -5.88216 -3.42051 -0.6 -1.3 2.8 -0.59
O 0.12996 -5.83930 -2.83648 -1.4 -0.1 -0.6 0.12
O -1.21090 -5.45581 -4.60324 -0.7 0.1 -0.7 0.03
C -0.12806 -4.91432 -5.26335 1.8 0.3 -1.4 -0.06
H -1.50298 -6.15683 -0.94458 0.7 0.0 0.1 0.09
H -1.89921 -7.82172 -1.64608 0.8 -0.9 1.0 0.08
H -3.15476 -6.73229 -1.17913 0.7 0.2 -0.5 0.10
H -0.52441 -4.59352 -6.19091 -0.3 0.2 -1.1 0.08
H 0.69235 -5.64239 -5.45809 -0.6 0.4 0.4 0.12
H 0.27596 -4.01878 -4.81337 0.1 0.0 0.7 0.10
C 6.57906 3.37979 0.34503 -0.4 0.4 -0.4 0.00
O 5.45528 3.85777 1.12966 0.6 -0.7 0.9 0.00
C 4.29838 3.90619 0.49124 -1.3 0.1 -1.3 -0.59
O 4.10701 3.65695 -0.68837 0.4 0.1 1.4 0.10
O 3.26661 4.32532 1.26313 0.7 0.1 -1.1 -0.04
C 3.43430 4.48848 2.67639 -2.3 -2.2 -0.6 -0.01
H 6.35421 3.80680 -0.60088 0.5 0.1 -1.2 0.08
H 6.68374 2.30421 0.23797 -0.7 -0.2 0.4 0.09
H 7.51047 3.77254 0.72081 -0.1 0.4 0.5 0.09
H 2.37202 4.74105 2.98090 1.6 0.0 0.2 0.10
H 4.18694 5.18556 2.89089 0.8 1.1 0.6 0.08
H 3.68209 3.46540 3.01196 0.0 0.7 0.6 0.10
C 4.48880 -0.45291 -1.75231 -0.5 -1.4 -2.1 -0.04
O 3.81460 -0.94091 -0.63481 -1.2 0.1 -1.0 0.05
C 4.13964 -0.36571 0.47519 0.6 -0.5 1.1 -0.64
O 5.13215 0.27055 0.70795 0.3 0.6 -0.2 0.13
O 3.23449 -0.73139 1.35870 -0.8 -0.5 -0.1 0.02
C 3.56971 -0.43197 2.66819 0.1 1.2 1.2 -0.05
H 4.03099 -0.99643 -2.60338 0.3 0.5 0.4 0.11
H 5.49362 -0.74760 -1.68002 1.6 -0.3 -0.1 0.08
H 4.44639 0.59524 -1.93689 -0.4 0.9 0.3 0.09
H 2.68059 -0.40218 3.26106 -0.6 -0.2 0.2 0.09
H 4.00960 0.54985 2.71087 0.2 0.5 0.1 0.09
H 4.27857 -1.10431 3.09696 0.5 -0.8 0.1 0.10
C 0.85667 2.12924 0.11375 0.1 0.0 -0.1 -0.01
O 0.84800 1.25548 1.25748 0.7 -0.3 0.0 0.00
C 0.51653 -0.02487 1.00553 -1.1 1.0 -1.5 -0.63
O 0.21511 -0.49609 -0.06977 0.3 0.4 -0.3 0.11
O 0.42320 -0.66879 2.12022 0.0 0.6 2.1 0.01
C -0.32866 -1.86019 2.14402 1.3 -0.8 -1.3 -0.01
H 0.91697 3.17892 0.40988 0.5 -0.4 0.5 0.09
H -0.11831 2.03074 -0.30066 -0.7 -0.2 -1.0 0.08
H 1.65248 1.87693 -0.60582 -0.4 0.1 0.4 0.11
H -0.10544 -2.37803 1.20549 -0.4 -0.3 0.4 0.11
H -1.36614 -1.75033 2.30827 -1.2 0.8 -0.2 0.07
H 0.06216 -2.38300 2.96916 0.5 -0.9 0.9 0.09

(3)
36
Properties=species:S:1:pos:R:3:forces:R:3:lowdin_charge:R:1 method="wB97M-V/def2-TZVPD" e_above_lowest_kj_mol=202.9 e_lumo_ev=-1.37
C 2.83041 -2.88906 0.84550 -1.2 -0.4 -0.1 -0.11
C 2.10812 -1.67796 1.43913 0.1 0.0 0.6 -0.23
C 1.38483 -2.01773 2.77754 0.8 -0.8 0.3 -0.12
C 0.93219 -0.78615 3.52500 1.2 1.4 -1.3 -0.38
O 1.74377 0.05667 3.87434 -0.6 -0.9 0.3 0.09
C -0.53207 -0.40188 3.48033 -1.5 -0.2 0.4 -0.09
C -0.74113 0.65656 2.42749 -0.8 0.2 -2.1 0.09
C -1.17406 0.52829 1.09926 1.8 1.1 1.8 -0.06
C -1.36642 -0.73550 0.41524 -1.6 -0.5 2.3 -0.28
O -1.85675 -1.61281 1.09367 0.3 -1.3 -0.7 0.14
C -1.25643 -0.86627 -1.06629 -0.5 -2.1 -2.2 -0.26
O -1.42237 -1.94290 -1.63115 0.4 0.7 1.2 0.13
C -1.12161 0.32994 -1.86420 0.6 0.8 -0.6 -0.10
C -0.92283 0.23802 -3.25177 -0.2 0.2 -0.7 0.10
C -0.80830 1.38312 -4.04784 -0.5 -0.5 1.3 -0.26
O -0.67421 1.27787 -5.36453 0.0 0.1 -0.9 0.12
C -0.92769 2.62134 -3.43347 0.1 1.8 2.1 -0.21
O -0.83689 3.78873 -4.15705 0.0 -0.5 -0.9 0.06
C -1.10761 2.70951 -2.05210 -0.2 -0.9 -0.4 0.07
C -1.19528 1.57742 -1.23954 0.1 0.4 -0.5 -0.07
C -1.26504 1.73513 0.24649 1.1 2.6 1.2 -0.26
O -1.22441 2.86871 0.76533 -0.5 -1.9 -1.2 0.07
H 2.10114 -3.72577 0.68811 0.6 0.6 0.1 0.09
H 3.59242 -3.24270 1.52152 0.4 -0.1 0.2 0.06
H 3.27845 -2.64255 -0.11822 0.0 0.0 0.1 0.07
H 2.83015 -0.86136 1.60168 -0.3 -0.2 0.1 0.12
H 1.36109 -1.32842 0.74685 -0.3 0.3 -0.5 0.08
H 0.54556 -2.70506 2.61903 0.2 0.1 -0.1 0.12
H 2.14469 -2.54460 3.39138 -0.5 0.3 -0.1 0.13
H -1.23011 -1.21669 3.26545 0.5 -0.1 0.1 0.11
H -0.83190 -0.00092 4.47668 0.4 0.0 -0.7 0.14
H -0.50939 1.67451 2.74217 -0.1 -0.1 -0.2 0.13
H -0.92482 -0.69853 -3.82864 0.1 0.2 0.8 0.15
H -0.86071 2.15587 -5.71989 0.2 0.0 -0.4 0.12
H -0.83034 4.62804 -3.65929 -0.1 -1.0 0.1 0.13
H -1.23243 3.66713 -1.60822 0.1 0.7 0.4 0.12